Record 1
Formula: C23H43CaCl2F5N3O5SiTe
Source: the OMol25 dataset
Level of theory: ωB97M-V with the def2-TZVPD basis set

Results
Charge ... -1
Frontier orbital gap ... 5.18 eV
Strongest force on any atom ... 3.365 eV/Å
HOMO level ... -3.84 eV
Lowest unoccupied orbital energy ... 1.34 eV

Atoms and positions in Å:
C1 3.300 -2.249 -1.609
C2 2.495 -1.632 -2.697
H1 2.593 -3.116 -1.188
H2 3.530 -1.527 -0.819
H3 4.193 -2.743 -2.020
C3 2.435 -2.239 -3.904
C4 3.054 -3.547 -4.241
H4 2.035 -1.725 -4.772
H5 2.638 -4.340 -3.605
H6 4.152 -3.563 -4.133
H7 2.808 -3.783 -5.287
Ca1 0.662 0.362 0.889
Cl1 2.319 2.079 -0.429
C5 -0.226 3.394 1.223
O1 -0.737 2.252 1.150
N1 -0.873 4.515 0.885
C6 -2.298 4.448 0.579
C7 -0.156 5.723 0.493
H8 0.815 3.527 1.569
H9 -2.838 4.036 1.434
H10 -2.486 3.820 -0.298
H11 -2.629 5.469 0.385
H12 0.655 5.931 1.202
H13 -0.872 6.551 0.490
H14 0.281 5.625 -0.516
H15 -2.174 2.182 5.478
H16 -0.636 1.022 7.151
C8 -2.453 1.177 5.132
C9 -0.906 0.054 6.694
N2 -1.362 0.241 5.325
H17 -2.696 1.207 4.071
C10 -0.717 -0.286 4.257
O2 -1.111 -0.176 3.086
H18 -0.037 -0.612 6.701
H19 0.224 -0.808 4.521
H20 -3.315 0.834 5.714
H21 -1.726 -0.395 7.279
H22 -0.927 -5.663 2.315
H23 -0.949 -3.018 -0.779
C11 -1.602 -5.340 1.514
C12 -1.626 -3.755 -0.343
N3 -1.199 -4.038 1.018
H24 -2.627 -5.316 1.914
C13 -0.412 -3.199 1.734
O3 0.112 -2.169 1.262
H25 -2.662 -3.399 -0.384
H26 -0.278 -3.481 2.800
H27 -1.593 -6.041 0.670
H28 -1.549 -4.668 -0.934
O4 0.779 -0.556 -1.229
C14 1.732 -0.375 -2.335
C15 0.365 -0.265 -4.493
C16 1.207 0.361 -3.564
H29 0.076 -1.307 -4.344
C17 -0.055 0.400 -5.647
H30 2.484 0.276 -1.879
C18 1.663 1.656 -3.842
H31 -0.736 -0.108 -6.344
C19 0.405 1.688 -5.925
C20 1.305 2.295 -5.032
H32 2.324 2.116 -3.104
H33 0.092 2.194 -6.847
H34 1.755 3.265 -5.287
Si1 -0.997 -0.417 -1.517
Cl2 1.303 -4.140 -1.343
C21 -1.871 -1.437 -2.745
C22 -1.162 1.442 -1.980
C23 -2.039 -0.470 0.055
H35 -1.904 -0.954 -3.727
H36 -2.912 -1.506 -2.394
H37 -1.456 -2.441 -2.837
H38 -3.070 -0.675 -0.261
H39 -2.071 0.482 0.609
H40 -1.779 -1.273 0.750
H41 -1.233 1.576 -3.070
H42 -0.315 2.056 -1.621
H43 -2.083 1.845 -1.528
F1 4.076 1.305 4.134
Te1 2.235 1.776 4.282
F2 0.436 2.386 4.609
F3 2.660 2.630 5.941
F4 1.875 0.235 5.369
F5 2.517 3.443 3.404
O5 1.765 0.880 2.768

Cartesian forces (eV/Å) of the 6 atoms listed first:
-0.36 -0.26 0.48
-0.27 -0.91 -0.48
2.01 1.99 -0.35
0.23 -0.07 -0.14
-0.05 0.29 0.27
0.33 1.08 0.18



Record 2
Formula: C23H43Cl2DyIN3O4Si
Source: the OMol25 dataset
Level of theory: ωB97M-V with the def2-TZVPD basis set

Results
2S+1 ... 6
Charge ... 0
Frontier orbital gap (alpha / beta) ... 8.04 / 8.04 eV
Strongest force on any atom ... 1.736 eV/Å
HOMO level (alpha / beta) ... -7.73 / -7.74 eV
Lowest unoccupied orbital energy (alpha / beta) ... 0.31 / 0.31 eV

Atoms and positions in Å:
C1 0.037 -0.792 -4.384
C2 -1.399 -0.647 -3.989
H1 0.162 -1.556 -5.154
H2 0.666 -1.048 -3.519
H3 0.402 0.168 -4.780
C3 -2.427 -1.288 -4.567
C4 -2.333 -2.227 -5.722
H4 -3.443 -1.113 -4.206
H5 -1.308 -2.468 -6.018
H6 -2.845 -1.835 -6.611
H7 -2.833 -3.172 -5.483
Dy1 0.231 -0.106 0.055
Cl1 2.352 -1.301 -0.832
C5 -2.366 1.781 0.788
O1 -1.636 0.812 1.131
N1 -3.537 2.052 1.355
C6 -4.057 1.213 2.432
C7 -4.341 3.192 0.933
H8 -2.061 2.474 -0.014
H9 -3.319 0.447 2.680
H10 -5.002 0.753 2.116
H11 -4.269 1.842 3.304
H12 -3.829 3.687 0.099
H13 -4.471 3.900 1.763
H14 -5.336 2.866 0.604
H15 2.628 1.528 5.197
H16 4.516 2.597 3.868
C8 2.674 0.663 4.524
C9 4.497 1.709 3.223
N2 3.173 1.099 3.224
H17 1.687 0.217 4.396
C10 2.476 0.924 2.112
O2 1.329 0.392 2.077
H18 4.755 1.996 2.201
H19 2.950 1.281 1.182
H20 3.376 -0.063 4.954
H21 5.251 1.009 3.608
H22 -0.361 -3.054 -2.503
H23 -3.025 -3.312 -2.297
C11 -0.309 -3.609 -1.555
C12 -2.776 -3.883 -1.388
N3 -1.541 -3.391 -0.796
H24 0.567 -3.285 -0.989
C13 -1.580 -2.752 0.376
O3 -0.647 -2.035 0.823
H25 -3.575 -3.768 -0.650
H26 -2.509 -2.906 0.955
H27 -0.235 -4.679 -1.795
H28 -2.666 -4.940 -1.657
O4 -1.077 -0.320 -1.663
C14 -1.583 0.275 -2.796
C15 -3.906 0.009 -1.810
C16 -3.008 0.770 -2.559
H29 -3.573 -0.946 -1.406
C17 -5.191 0.493 -1.559
H30 -0.974 1.173 -3.021
C18 -3.400 2.006 -3.070
H31 -5.881 -0.104 -0.954
C19 -5.593 1.721 -2.092
C20 -4.694 2.483 -2.851
H32 -2.666 2.575 -3.645
H33 -6.608 2.093 -1.912
H34 -4.996 3.444 -3.272
Si1 6.628 -2.524 -1.718
Cl2 5.975 -3.133 -3.592
C21 6.019 -3.817 -0.511
C22 5.909 -0.824 -1.448
C23 8.505 -2.470 -1.753
H35 4.924 -3.893 -0.555
H36 6.313 -3.548 0.512
H37 6.448 -4.799 -0.752
H38 8.921 -3.465 -1.962
H39 8.893 -2.130 -0.783
H40 8.862 -1.781 -2.529
H41 4.809 -0.857 -1.459
H42 6.248 -0.141 -2.239
H43 6.232 -0.428 -0.476
I1 0.953 2.646 -1.084

Cartesian forces (eV/Å) of the 6 atoms listed first:
0.18 -0.02 -0.16
-0.81 -0.34 0.06
0.18 0.15 0.11
-0.18 0.11 -0.17
0.00 -0.24 0.10
0.42 0.38 0.17



Record 3
Formula: C23H43Cl2F5N3NiO5SiTe
Source: the OMol25 dataset
Level of theory: ωB97M-V with the def2-TZVPD basis set

Results
2S+1 ... 3
Charge ... -1
Frontier orbital gap (alpha / beta) ... 7.55 / 7.44 eV
Strongest force on any atom ... 2.578 eV/Å
HOMO level (alpha / beta) ... -5.56 / -5.50 eV
Lowest unoccupied orbital energy (alpha / beta) ... 1.98 / 1.94 eV

Atoms and positions in Å:
C1 -3.281 1.747 3.066
C2 -3.796 2.489 1.873
H1 -2.837 2.447 3.784
H2 -2.542 0.988 2.784
H3 -4.108 1.238 3.585
C3 -4.470 3.649 1.990
C4 -4.726 4.347 3.281
H4 -4.891 4.140 1.111
H5 -3.812 4.512 3.868
H6 -5.450 3.821 3.920
H7 -5.154 5.333 3.072
Ni1 -0.266 -1.585 0.653
Cl1 -1.866 -1.586 2.061
C5 -0.027 -2.310 -2.014
O1 0.378 -1.421 -1.205
N1 0.369 -2.299 -3.281
C6 1.394 -1.340 -3.673
C7 -0.411 -2.990 -4.305
H8 -0.702 -3.139 -1.729
H9 2.318 -1.524 -3.106
H10 1.066 -0.309 -3.473
H11 1.571 -1.473 -4.738
H12 -0.596 -4.010 -3.954
H13 0.153 -2.989 -5.244
H14 -1.383 -2.501 -4.468
H15 6.156 -4.900 -2.010
H16 4.864 -6.111 -0.158
C8 6.258 -4.055 -1.318
C9 5.040 -5.223 0.459
N2 5.148 -4.051 -0.388
H17 6.288 -3.111 -1.866
C10 4.300 -2.981 -0.316
O2 4.479 -1.904 -0.894
H18 4.215 -5.083 1.157
H19 3.405 -3.167 0.321
H20 7.189 -4.205 -0.759
H21 5.981 -5.361 1.001
H22 2.804 -0.004 4.244
H23 1.308 1.954 3.310
C11 3.582 0.763 4.118
C12 2.228 2.487 3.029
N3 3.343 1.574 2.940
H24 4.556 0.273 3.996
C13 3.952 1.302 1.754
O3 3.791 1.934 0.707
H25 2.098 3.002 2.075
H26 4.626 0.419 1.816
H27 3.596 1.402 5.006
H28 2.446 3.217 3.817
O4 -2.082 1.690 0.461
C14 -3.486 1.862 0.516
C15 -3.617 3.913 -0.959
C16 -4.039 2.618 -0.677
H29 -2.899 4.411 -0.285
C17 -4.110 4.577 -2.094
H30 -3.884 0.839 0.548
C18 -5.020 2.009 -1.466
H31 -3.721 5.558 -2.350
C19 -5.085 3.973 -2.890
C20 -5.552 2.708 -2.552
H32 -5.358 1.005 -1.192
H33 -5.491 4.504 -3.755
H34 -6.323 2.242 -3.158
Si1 -0.861 1.761 -0.723
Cl2 1.838 -0.877 1.653
C21 -0.410 3.485 -1.283
C22 -1.509 0.821 -2.187
C23 0.487 1.135 0.310
H35 -1.223 3.941 -1.862
H36 0.486 3.452 -1.924
H37 -0.181 4.133 -0.425
H38 0.686 1.731 1.200
H39 1.418 0.901 -0.199
H40 -0.038 0.219 0.697
H41 -2.424 1.290 -2.570
H42 -1.756 -0.206 -1.898
H43 -0.784 0.781 -3.008
F1 -0.516 -5.922 -0.279
Te1 0.874 -5.323 0.877
F2 -0.346 -5.055 2.314
F3 2.118 -5.850 -0.481
F4 0.985 -7.125 1.474
F5 2.395 -5.004 2.024
O5 0.846 -3.605 0.247

Cartesian forces (eV/Å) of the 6 atoms listed first:
0.13 -0.17 0.21
-0.53 1.06 -0.49
0.02 -0.19 -0.06
-0.16 0.24 0.10
0.16 0.08 -0.10
0.30 -0.84 -0.34



Listing energy above the lowest of the compared OMol25 structures with the same formula, charge and spin for the structures above in their given order: 0.0, 0.0, 44.7 kcal/mol.